(1)
Density functional theory data (ωB97M-V with the def2-TZVPD basis set) for a structure of composition C33H21Cl5InN9O4S3.

As for the molecular weight: 995.9 g/mol. Its frontier orbital gap is 7.078 eV. The calculated total energy comes out at -5749.72848 hartree. For the LUMO energy, the calculation gives -0.295 eV. Its energy above the lowest of the compared OMol25 structures with the same formula, charge and spin is 88.71 kJ/mol. The total charge is 0.

```
76
Properties=species:S:1:pos:R:3:mulliken_charge:R:1
In 0.2506 0.3691 0.1642 1.8104
Cl -1.8516 -1.3765 -6.0255 -0.2319
C -0.8595 -1.3338 -4.6068 0.0584
C -0.7750 -0.1499 -3.8868 -0.5928
C -0.0200 -0.1071 -2.7275 -0.4589
N 0.1763 1.0001 -1.9075 0.0763
C 0.0975 2.2852 -2.1876 0.3572
O -0.4123 2.8631 -3.1525 -0.8265
C 0.8440 3.0993 -1.1406 0.3468
C 1.1878 4.4126 -1.4162 -0.4332
C 1.8968 5.1365 -0.4720 -0.5480
C 2.2506 4.5182 0.7184 -1.0343
C 1.8917 3.1965 0.9072 0.1649
N 1.2094 2.5016 0.0007 -0.0083
C 0.6768 -1.2598 -2.2839 -0.5423
C 0.6131 -2.4243 -3.0344 -0.5142
C -0.1623 -2.4611 -4.1868 0.1010
Cl -0.2451 -3.9394 -5.0824 -0.2371
N 1.3484 -1.1017 -1.0730 0.2428
C 2.4060 -1.7915 -0.6715 0.3982
O 3.0286 -2.6838 -1.2404 -0.7906
C 2.8925 -1.3221 0.6952 0.4089
C 4.0054 -1.9472 1.2433 -1.0791
C 4.4801 -1.5286 2.4712 -0.4081
C 3.8278 -0.4874 3.1197 -1.3732
C 2.7183 0.0689 2.5176 0.2176
N 2.2527 -0.3336 1.3329 0.4028
H -1.2840 0.7380 -4.2328 0.7504
H 0.8877 4.8298 -2.3669 0.5026
H 2.1735 6.1653 -0.6621 0.4590
H 2.7933 5.0493 1.4879 0.4866
H 2.1567 2.6746 1.8177 0.1585
H 1.1684 -3.2957 -2.7212 0.6007
H 4.4602 -2.7488 0.6795 0.5853
H 5.3436 -2.0025 2.9194 0.4385
H 4.1660 -0.1196 4.0783 0.4619
H 2.1694 0.8619 3.0118 0.3413
N -2.0069 4.9882 -0.9093 -0.3097
C -1.6884 4.6989 0.3774 0.3487
N -1.2844 3.5554 0.8305 0.1286
C -1.1081 3.5856 2.1910 0.1844
C -1.3570 4.7870 2.7788 -0.7351
S -1.8436 5.9438 1.6103 -0.2568
C -0.7645 2.3815 2.9660 -0.2127
C -0.7725 2.4066 4.3204 -0.6370
S -0.4655 0.8585 4.9908 -0.2196
C -0.3468 0.2183 3.3835 0.0709
N -0.4707 1.1179 2.4217 0.3258
N -0.1317 -1.1005 3.1980 0.0722
H -1.5595 4.4838 -1.6640 0.1242
H -2.2869 5.9299 -1.1174 0.2229
H -1.3003 5.0643 3.8176 0.3622
H -0.9540 3.2392 4.9767 0.4219
H -0.2217 -1.6946 4.0051 0.3063
H -0.5589 -1.4577 2.3399 -0.1867
O -1.2463 -8.0211 -0.3508 -0.4865
C -0.3679 -7.1619 0.2096 0.6454
O 0.6033 -7.5948 0.7652 -0.5672
C -0.6708 -5.7020 0.1181 0.9118
C -1.8836 -5.1815 -0.3321 -0.7819
C -2.1330 -3.8228 -0.2859 -1.7026
C -1.1752 -2.9403 0.2206 0.9880
S -1.6783 -1.2579 0.4090 -0.2343
C 0.0546 -3.4587 0.6315 0.3908
C 0.2999 -4.8175 0.5774 -0.8602
H -1.9511 -7.5558 -0.8114 0.2757
H -2.6668 -5.8222 -0.7237 0.1659
H -3.0811 -3.4283 -0.6274 0.4591
H 0.8228 -2.7958 1.0020 0.0993
H 1.2484 -5.2267 0.8995 0.5136
Cl -5.8895 2.1620 -2.0874 -0.1227
C -4.3754 1.4548 -2.6854 0.6656
Cl -3.7614 2.4135 -4.0317 -0.0784
Cl -4.6552 -0.2179 -3.2241 -0.0803
C -3.4207 1.3985 -1.5813 -0.3061
N -2.7149 1.2149 -0.6954 -0.1970
```

(2)
Density functional theory data (ωB97M-V with the def2-TZVPD basis set) for a structure of composition C33H21ClN7O10PRe in a non-equilibrium geometry.

As for the molecular weight: 928.2 g/mol. Its frontier orbital gap (spin up / spin down) is 6.570 / 7.681 eV. The calculated total energy comes out at -3285.36356 hartree. For the LUMO energy (spin up / spin down), the calculation gives -0.916 / -1.546 eV. As for the spin multiplicity: 4. Its energy above the lowest of the compared OMol25 structures with the same formula, charge and spin is 95.94 kJ/mol. The total charge is 0.

```
74
Properties=species:S:1:pos:R:3:lowdin_spin:R:1
Re -13.3391 -1.3060 13.4303 2.1460
Cl -15.9314 -2.4152 15.8064 0.0094
C -17.0687 -1.4757 14.8551 -0.0010
C -18.1910 -0.8196 15.4449 0.0005
C -19.0490 -0.0609 14.6621 -0.0017
C -18.8931 -0.0380 13.2597 0.0002
C -17.8177 -0.6650 12.6926 -0.0017
C -16.8886 -1.4442 13.4468 -0.0009
P -15.4665 -2.2906 12.6954 0.0457
C -15.2301 -2.0143 10.8969 0.0170
C -14.9287 -0.7626 10.2757 0.0121
C -14.6525 -0.7749 8.9039 0.0000
C -14.6906 -1.9794 8.1643 0.0090
C -14.8251 -3.2113 8.7998 0.0013
C -14.9852 -3.2253 10.1629 0.0067
C -16.1390 -3.9990 12.9995 0.0092
C -17.2958 -4.2631 12.2987 0.0008
C -17.9652 -5.4786 12.6018 0.0007
C -17.3841 -6.4136 13.4818 -0.0004
C -16.1700 -6.1587 14.0865 0.0002
C -15.5124 -4.9360 13.8348 0.0002
H -18.3086 -0.8770 16.5395 0.0001
H -19.8501 0.5410 15.1791 -0.0001
H -19.5158 0.5730 12.6849 0.0000
H -17.6844 -0.5120 11.5967 -0.0001
H -14.9361 0.1801 10.8997 0.0014
H -14.2121 0.1217 8.4535 -0.0002
H -14.3820 -1.9832 7.1085 0.0005
H -14.8164 -4.1470 8.1723 0.0000
H -14.9964 -4.1836 10.6708 0.0001
H -17.7814 -3.5634 11.6199 0.0000
H -18.8449 -5.7342 11.9700 0.0001
H -17.8122 -7.4208 13.6237 0.0000
H -15.7167 -6.9157 14.7144 0.0000
H -14.5487 -4.7164 14.3145 0.0000
O -15.6920 1.9847 14.5952 0.0257
C -14.6158 1.4703 14.2947 0.0189
O -14.4911 0.2272 13.7492 0.1205
C -13.2816 2.0601 14.4503 0.0103
C -13.2165 3.3578 14.9773 0.0025
C -12.0033 3.9378 15.2947 0.0067
C -10.7973 3.2840 14.8598 -0.0012
C -10.8740 2.0834 14.2423 0.0035
C -12.0727 1.3902 14.2195 0.0061
O -11.9877 0.0645 14.0402 0.0877
N -9.6680 1.4966 13.7444 0.0006
O -9.6433 0.4111 13.1206 0.0039
O -8.6260 2.1651 13.9169 0.0018
N -11.8660 5.0201 16.1860 0.0009
O -10.7722 5.2477 16.6575 0.0021
O -12.9361 5.6184 16.4095 0.0021
H -14.0952 3.9368 15.2685 -0.0001
H -9.8741 3.8599 14.9710 -0.0001
C -9.6027 0.4970 10.1011 0.0003
N -10.3928 -0.6264 10.5580 0.0019
C -10.0408 -1.9030 10.2854 0.0235
C -10.6676 -2.9764 10.9331 -0.0060
C -11.8082 -2.6142 11.7543 0.0302
O -12.4164 -3.3655 12.6062 0.0317
N -12.2010 -1.2968 11.8209 0.0671
C -11.5662 -0.2677 11.2115 0.0249
O -12.0075 0.8721 11.1691 0.0342
H -8.5721 0.1521 9.8943 0.0002
H -9.5817 1.2475 10.9352 -0.0001
H -10.0203 0.9692 9.2199 -0.0002
H -9.1512 -2.1382 9.7553 0.0015
H -10.4382 -4.0222 10.6563 -0.0006
O -12.8751 -2.2281 14.9763 0.1349
N -11.5074 -2.0249 15.3120 0.0242
C -10.9053 -3.1422 15.5239 0.0411
C -9.5577 -3.0523 15.9808 0.0044
N -8.4598 -3.2154 16.2939 0.0195
C -11.6549 -4.3754 15.3562 0.0051
N -12.3158 -5.3333 15.1727 0.0147
```